Record 1
129
Properties=species:S:1:pos:R:3:forces:R:3 method="wB97M-V/def2-TZVPD" spin_multiplicity=2 charge=-2 homo_ev="-1.3 / -1.8" fmax_ev_per_a=0.563 mol_weight_g_mol=1130.863
Hg -0.58353 -0.98393 0.08119 0.518 -0.122 -0.183
C 4.45583 4.48692 0.21961 -0.015 0.013 -0.004
C 3.10812 5.01362 0.73410 -0.031 0.010 0.024
C 2.86755 6.39175 0.11587 0.008 -0.011 0.008
C 3.19562 5.18910 2.25652 -0.009 0.016 0.004
C 2.00724 4.01340 0.37808 0.055 -0.126 0.011
C 2.04157 2.74700 0.92039 0.028 0.138 0.059
C 1.09496 1.75820 0.58188 0.066 -0.114 0.092
N 1.07055 0.50493 1.05401 -0.305 0.076 -0.240
C 2.04244 -0.21213 1.67905 0.161 0.050 0.158
C 3.41529 0.07002 1.66372 -0.045 -0.007 -0.053
C 4.34485 -0.74073 2.29049 -0.021 0.007 0.040
C 3.87010 -1.88023 2.94771 -0.012 0.010 0.029
C 2.53284 -2.25274 2.95602 0.064 -0.062 -0.008
C 1.57120 -1.43790 2.29207 0.110 0.026 0.035
O 0.33320 -1.76362 2.22223 -0.316 0.065 0.044
C 2.07275 -3.57592 3.57117 0.003 0.002 -0.020
C 1.55052 -4.48596 2.44768 -0.031 0.007 0.014
C 3.20265 -4.31625 4.29257 -0.019 0.004 -0.027
C 0.95617 -3.33889 4.59861 0.018 0.007 0.042
C 5.82528 -0.36447 2.23342 -0.009 -0.007 -0.010
C 6.03800 0.99793 2.90865 -0.005 -0.003 0.002
C 6.28404 -0.26942 0.77188 0.012 -0.030 -0.001
C 6.71449 -1.38810 2.94102 0.004 0.013 -0.013
C -0.02581 2.10565 -0.30531 -0.107 -0.062 -0.008
O -0.93153 1.25495 -0.55650 -0.042 0.019 0.061
C -0.04137 3.42334 -0.86137 0.079 0.175 -0.059
C 0.97227 4.30456 -0.52528 -0.111 0.004 0.028
C -1.13002 3.93695 -1.82341 0.014 -0.048 -0.027
C -2.20864 2.91971 -2.21866 -0.033 0.052 -0.010
C -1.84681 5.13089 -1.17044 0.015 -0.009 -0.010
C -0.47430 4.40114 -3.13482 -0.013 0.024 -0.009
H 5.26431 5.18553 0.45635 0.025 0.018 0.011
H 4.42179 4.34595 -0.86174 0.000 0.001 -0.025
H 4.69267 3.52278 0.67111 0.008 -0.025 0.013
H 3.67023 7.07129 0.41401 0.012 0.011 0.004
H 1.91975 6.81884 0.44844 -0.022 0.005 0.007
H 2.85576 6.34580 -0.97386 -0.002 -0.002 -0.027
H 3.95967 5.92915 2.51322 0.024 0.013 0.004
H 3.45575 4.25451 2.75318 -0.009 -0.028 0.006
H 2.23807 5.52535 2.65817 -0.016 0.017 0.003
H 2.78088 2.50768 1.67158 0.036 -0.038 -0.021
H 3.75569 0.91203 1.07766 -0.001 0.037 0.006
H 4.58206 -2.51550 3.45241 0.028 -0.045 0.019
H 2.33010 -4.65335 1.70157 0.033 -0.025 -0.002
H 0.70492 -4.01889 1.94660 0.016 0.006 -0.016
H 1.24141 -5.45625 2.85182 -0.015 -0.026 0.019
H 3.99475 -4.62112 3.60607 0.029 0.014 -0.030
H 2.79663 -5.22125 4.75259 0.001 -0.011 0.002
H 3.64728 -3.70586 5.08207 0.004 0.012 0.026
H 0.11802 -2.82305 4.13666 -0.006 -0.005 -0.008
H 1.32724 -2.73034 5.42779 0.018 0.009 0.030
H 0.61516 -4.29676 5.00488 -0.024 -0.027 0.018
H 5.47281 1.77897 2.39802 -0.014 0.012 -0.005
H 7.09558 1.27932 2.89547 0.031 0.013 -0.006
H 5.69774 0.96619 3.94564 0.005 -0.003 0.018
H 5.72010 0.48561 0.22520 -0.019 0.021 -0.009
H 6.13377 -1.22251 0.26271 0.005 -0.023 -0.007
H 7.34488 -0.00635 0.71780 0.029 0.012 -0.005
H 6.48682 -1.44832 4.00686 -0.018 -0.008 0.025
H 7.76304 -1.09691 2.83525 0.012 0.009 0.012
H 6.59587 -2.38389 2.51089 0.003 -0.013 -0.019
H 0.94123 5.29089 -0.96817 0.008 0.027 -0.020
H -2.74494 2.53683 -1.35323 -0.027 0.015 -0.001
H -1.79239 2.06502 -2.74773 0.003 -0.023 0.004
H -2.91611 3.42546 -2.88462 -0.007 -0.019 -0.035
H -2.36481 4.80953 -0.26409 -0.003 -0.008 0.020
H -2.58638 5.54790 -1.85962 -0.019 0.000 -0.013
H -1.14966 5.92439 -0.89502 0.010 0.022 -0.005
H 0.03282 3.56439 -3.61670 0.019 -0.026 -0.001
H 0.25445 5.19793 -2.97688 0.027 0.021 0.017
H -1.23724 4.77132 -3.82498 -0.020 0.000 -0.004
C -3.05269 0.58006 3.81634 0.013 -0.029 -0.061
C -2.08930 0.24904 2.84655 -0.017 -0.043 0.064
N -2.40868 -0.34959 1.72547 0.060 -0.001 0.045
C -3.68808 -0.65874 1.47451 0.057 0.067 -0.072
C -4.71520 -0.40794 2.39065 -0.146 -0.010 0.042
C -4.36076 0.23851 3.58848 -0.019 -0.006 0.011
C -6.05838 -0.81708 2.07486 0.073 0.010 -0.005
C -6.33781 -1.42332 0.90055 0.067 -0.007 -0.017
C -5.30963 -1.66163 -0.07738 -0.133 0.004 0.038
C -5.55367 -2.26092 -1.32862 0.027 -0.017 -0.002
C -4.52042 -2.41893 -2.21231 -0.019 0.003 0.007
C -3.23282 -1.98659 -1.84184 -0.029 0.017 0.055
N -2.98959 -1.43759 -0.67387 0.029 -0.085 -0.009
C -3.99552 -1.27372 0.19776 0.064 0.036 0.052
H -2.75162 1.08420 4.72455 0.005 -0.008 0.002
H -1.03263 0.45227 2.98634 0.018 -0.005 -0.012
H -5.13029 0.46090 4.31997 0.004 -0.002 -0.003
H -6.84051 -0.63135 2.80219 0.000 0.009 -0.004
H -7.35028 -1.73419 0.66810 0.002 0.006 -0.003
H -6.55877 -2.58434 -1.57674 -0.005 0.013 -0.010
H -4.66445 -2.85414 -3.19163 0.020 0.019 -0.018
H -2.40540 -2.05412 -2.53812 0.009 -0.047 -0.013
C -2.26074 -3.85178 1.96714 0.019 0.015 -0.007
C -1.85125 -4.44207 0.64669 0.010 0.030 -0.014
C -2.35612 -5.70560 0.24575 -0.006 0.016 0.010
C -1.89824 -6.25667 -0.90880 -0.014 -0.023 -0.025
C -0.93335 -5.57844 -1.69084 0.003 -0.044 -0.023
C -0.37962 -6.15267 -2.85562 -0.029 0.024 0.028
C 0.56397 -5.44741 -3.54898 0.025 -0.022 -0.032
C 0.96204 -4.16852 -3.13730 -0.018 0.072 -0.044
C 0.43920 -3.54208 -2.01774 -0.180 -0.073 0.062
S 0.98102 -1.93761 -1.63547 -0.113 -0.044 0.132
C -0.52513 -4.29591 -1.25098 0.061 0.066 0.081
N -1.00365 -3.77314 -0.08912 -0.008 -0.017 -0.006
H -1.99218 -4.53390 2.77798 -0.013 -0.018 0.014
H -3.34088 -3.68853 2.01532 -0.032 0.007 -0.027
H -1.73264 -2.91519 2.13028 0.029 0.029 0.017
H -3.08960 -6.21256 0.86171 0.018 -0.002 0.020
H -2.25636 -7.22440 -1.24447 0.013 -0.015 -0.006
H -0.70656 -7.13502 -3.17575 -0.010 -0.012 0.002
H 1.00565 -5.87041 -4.44362 0.010 0.006 -0.021
H 1.68428 -3.61993 -3.72755 0.006 -0.004 -0.022
O -5.96642 4.23038 -6.00349 0.047 -0.001 -0.011
C -4.64299 4.08430 -6.34184 0.001 0.040 -0.011
O -4.12901 4.96748 -6.98926 -0.072 -0.078 0.066
C -3.98276 2.85304 -5.89462 -0.013 0.000 -0.045
C -4.59207 1.86746 -5.10259 -0.019 0.047 0.024
C -3.93523 0.71267 -4.75509 0.031 -0.084 0.013
C -2.60929 0.43584 -5.18203 -0.058 0.099 0.099
S -1.79828 -1.01245 -4.77406 -0.005 0.020 -0.261
C -1.99536 1.46628 -5.94224 0.033 -0.070 -0.026
C -2.65760 2.61791 -6.28956 0.014 0.041 0.018
H -6.24364 3.44483 -5.51794 0.020 0.045 -0.018
H -5.59972 1.99355 -4.71044 -0.007 -0.014 0.002
H -4.42669 -0.01805 -4.12400 -0.016 -0.009 -0.022
H -0.96766 1.31566 -6.24845 -0.005 0.000 -0.019
H -2.16189 3.38001 -6.87833 0.004 -0.006 -0.007

---

Record 2
78
Properties=species:S:1:pos:R:3:forces:R:3 method="wB97M-V/def2-TZVPD" homo_ev=-9.6 fmax_ev_per_a=2.998 mol_weight_g_mol=688.758 smiles="C#CC[PH2](O)C(F)(F)C(F)(F)F.O=S1(=O)CCCC1.O=S1(=O)CCCC1.O=S1(=O)CCCC1.O=S1(=O)CCCC1"
C 0.30304 0.91658 -2.06317 -0.683 -0.164 1.161
C 0.25398 -0.20576 -1.58248 0.098 -1.001 0.381
C 0.09928 -1.65269 -0.92294 -1.444 1.705 -1.581
P 0.61409 -1.68339 0.88642 -2.648 -1.051 -0.569
O -1.03560 -2.04512 1.32580 0.902 0.034 0.329
C 2.48477 -1.41590 0.52221 1.568 -0.147 0.121
F 3.18972 -2.34454 1.35205 -0.879 1.552 -1.134
F 2.88610 -1.69425 -0.78980 -0.508 0.510 1.874
C 3.06773 0.01346 0.89986 2.691 0.451 -0.744
F 4.47819 -0.10523 0.84627 -2.310 0.367 0.243
F 2.76890 0.99780 -0.04564 -0.013 -1.875 2.339
F 2.78268 0.42949 2.19452 0.004 -0.575 -2.440
H 0.13289 2.01563 -2.21821 0.510 -1.936 -0.062
H -1.03979 -1.85526 -0.92958 1.990 0.364 0.142
H 0.55021 -2.46809 -1.56183 -0.107 1.127 0.782
H 0.48494 -0.47062 1.62448 0.636 -0.306 -0.310
H 0.96389 -2.95846 1.44157 0.342 0.658 -0.207
H -1.10772 -2.13994 2.30718 -0.088 0.186 -0.918
O -3.45104 -1.11496 -2.87583 0.191 0.241 0.013
S -3.69001 -0.51244 -1.58483 -0.052 0.044 0.261
O -2.86679 0.55339 -1.06793 0.023 -0.080 -0.349
C -5.40265 -0.01320 -1.50918 -0.483 0.054 -0.007
C -6.12862 -1.24085 -0.97560 -0.067 -0.149 0.041
C -5.24760 -1.78719 0.15393 -0.127 0.018 0.036
C -3.80530 -1.81325 -0.36094 -0.134 -0.307 0.425
H -5.74461 0.29387 -2.49668 0.188 0.032 0.009
H -5.47545 0.82141 -0.80928 0.085 -0.027 -0.061
H -7.13133 -0.99152 -0.62390 0.053 -0.013 -0.050
H -6.22404 -1.99252 -1.76507 -0.007 0.077 0.018
H -5.31690 -1.12600 1.02313 0.012 -0.028 -0.066
H -5.56964 -2.78043 0.47205 0.050 0.070 -0.010
H -3.08723 -1.62227 0.43690 0.140 -0.019 -0.226
H -3.57341 -2.76011 -0.85057 0.043 0.132 -0.074
O 4.79292 6.66299 1.60893 -0.105 0.080 -0.215
S 4.68206 5.73936 0.50520 0.041 -0.111 -0.228
O 4.16496 6.13898 -0.78156 -0.006 0.264 0.276
C 6.26327 4.94303 0.27168 0.409 -0.241 0.048
C 6.21015 3.72439 1.18502 -0.011 -0.039 0.144
C 4.81283 3.12721 1.00026 0.088 -0.124 -0.072
C 3.80823 4.28017 1.06700 -0.250 -0.467 0.159
H 7.06728 5.63369 0.52239 -0.159 0.113 -0.058
H 6.33515 4.64639 -0.77635 -0.065 0.079 0.045
H 6.99358 3.00549 0.93983 -0.048 0.054 0.021
H 6.34604 4.03096 2.22676 0.043 0.016 -0.075
H 4.75108 2.64156 0.02280 0.014 0.041 0.090
H 4.59432 2.37108 1.75525 0.013 0.074 -0.078
H 2.94869 4.10331 0.42091 0.037 0.192 0.045
H 3.47361 4.46052 2.08932 0.050 0.134 -0.088
O 1.76181 -1.04271 -5.11101 -0.055 -0.267 0.099
S 0.45910 -1.61692 -5.34252 -0.288 0.165 0.238
O -0.12271 -2.59138 -4.44905 0.420 0.035 0.078
C -0.70920 -0.29072 -5.58903 -0.296 0.351 -0.202
C -0.65738 -0.01697 -7.08745 0.091 0.034 -0.080
C -0.62974 -1.39191 -7.76096 -0.144 0.024 -0.128
C 0.40256 -2.24534 -7.01961 -0.063 -0.213 -0.535
H -0.42643 0.56948 -4.98435 0.069 -0.199 0.129
H -1.69428 -0.65415 -5.28879 0.102 -0.022 0.106
H -1.51147 0.57780 -7.41560 0.061 -0.026 0.034
H 0.25467 0.53432 -7.33626 -0.063 -0.001 0.037
H -1.61728 -1.85613 -7.68082 0.066 0.038 0.017
H -0.38867 -1.31697 -8.82308 -0.014 -0.036 0.073
H 0.11783 -3.29694 -7.00146 0.143 0.058 0.155
H 1.39722 -2.13732 -7.45362 -0.016 0.016 0.165
O -0.19618 -2.92049 5.49428 -0.097 0.050 -0.399
S -1.14969 -1.87668 5.21466 -0.104 0.057 0.463
O -1.68514 -1.65849 3.88546 0.187 -0.234 0.311
C -2.50501 -2.02224 6.36654 -0.340 -0.006 0.300
C -2.07199 -1.18610 7.56452 0.126 0.020 0.107
C -1.45793 0.08931 6.98115 -0.140 0.129 0.087
C -0.51048 -0.33128 5.85476 0.151 0.527 0.127
H -2.67294 -3.07015 6.61123 0.091 0.002 -0.195
H -3.39288 -1.59973 5.89202 0.081 -0.046 -0.045
H -2.91277 -0.96597 8.22396 0.053 -0.044 -0.050
H -1.31861 -1.72636 8.14556 -0.080 -0.009 -0.033
H -2.25229 0.72360 6.57664 0.054 -0.051 0.021
H -0.93201 0.66890 7.74161 -0.022 -0.033 -0.087
H -0.48342 0.40750 5.05397 0.072 -0.189 -0.057
H 0.49841 -0.51275 6.22692 -0.069 -0.137 -0.113

---

Record 3
16
Properties=species:S:1:pos:R:3:forces:R:3 method="wB97M-V/def2-TZVPD" charge=+1 homo_ev="-12.1 / -12.4" fmax_ev_per_a=6.357 mol_weight_g_mol=101.133
C -0.81804 -0.63911 -0.24884 -0.150 -0.418 -1.303
C 1.73547 -0.24572 0.05055 -1.793 0.044 3.403
C 0.50720 -0.48468 -0.68739 1.240 1.336 -0.033
N 0.68357 2.21933 0.55489 5.599 1.779 2.429
N -0.30819 2.00891 0.13723 -4.512 -0.835 -2.261
N -1.85630 -0.60643 -1.12281 1.941 0.265 0.551
N -1.16127 -0.92671 0.99233 0.271 0.653 -0.157
H 1.81333 -1.02470 0.87378 0.364 1.222 -0.486
H 2.70428 -0.00254 -0.35446 -0.082 -0.587 -0.981
H 1.56321 0.86822 0.71835 0.305 -1.846 -0.985
H 0.63606 -0.47013 -1.73249 -0.278 0.377 -1.282
H 1.27924 3.05725 0.88278 -1.200 -0.880 -0.323
H -1.58946 -0.42921 -2.09433 -1.185 -0.368 0.527
H -2.68798 -0.97067 -0.68799 -0.584 0.132 -1.407
H -0.39860 -1.16703 1.55581 0.476 -0.594 1.496
H -2.10253 -1.18680 1.16259 -0.412 -0.280 0.813

---

Record 4
13
Properties=species:S:1:pos:R:3:forces:R:3 method="wB97M-V/def2-TZVPD" charge=+1 homo_ev=-15.5 fmax_ev_per_a=7.203 mol_weight_g_mol=73.068
O -1.96064 -1.30423 -0.25597 -1.535 -1.317 -0.936
H -2.06434 -1.64910 0.68238 0.182 0.570 -1.666
H -2.60665 -1.79840 -0.92249 2.039 1.482 2.213
O 0.59536 0.95859 1.38358 -1.344 -0.616 -3.654
H 0.61735 1.61821 2.04741 0.572 1.017 0.897
H -0.01565 1.22832 0.21140 0.837 -1.209 3.192
O 1.85699 -0.30395 -0.27745 -7.006 0.005 1.675
H 2.66562 -0.06422 -0.55825 4.372 1.427 -1.751
H 1.43618 0.36897 0.70551 0.723 -0.324 0.092
O -0.35934 0.56403 -0.76310 -1.425 -0.535 -0.310
H -0.71130 1.19212 -1.39209 -0.147 0.310 -0.982
H 0.74943 0.13762 -0.87118 2.722 -0.984 0.651
H -1.12961 -0.34903 -0.59915 0.010 0.174 0.580

---

no.,total energy (hartree)
1,-3678.60867
2,-3933.39875
3,-338.35702
4,-306.00158